The following is a quantum chemistry calculation of a molecular structure, C22H21N4PdSe, from the Open Molecules 2025 dataset.

Its spin multiplicity is 3. The HOMO energy (spin up / spin down) is -9.8 / -11.8 eV. Its HOMO-LUMO gap (spin up / spin down) is 6.38 / 7.69 eV. As for the total charge: +1.

```
49
Properties=species:S:1:pos:R:3:lowdin_spin:R:1
Pd 0.3111 0.5578 0.2101 0.966
C 1.7961 1.5898 1.6798 0.176
C 0.4628 2.0956 1.9411 0.139
C 0.0302 2.7827 0.7898 0.124
C 1.0781 2.7073 -0.1983 0.180
C 2.1608 1.9688 0.3620 0.102
C 3.4906 1.7140 -0.2747 0.009
C 1.0454 3.3888 -1.5226 0.031
C -1.2516 3.5328 0.6144 0.015
C -0.2884 1.9756 3.2277 0.020
C 2.6849 0.8754 2.6425 0.029
H 4.1934 2.5187 -0.0469 0.005
H 3.4125 1.6449 -1.3596 0.000
H 3.9318 0.7888 0.0980 0.001
H 1.2456 4.4567 -1.3966 0.013
H 0.0662 3.2983 -1.9933 0.005
H 1.7945 2.9894 -2.2036 0.001
H -1.0684 4.6098 0.6045 0.006
H -1.9470 3.3302 1.4279 0.000
H -1.7386 3.2816 -0.3293 0.003
H -0.1855 2.8873 3.8207 0.008
H 0.0758 1.1452 3.8295 0.000
H -1.3534 1.8177 3.0562 0.002
H 3.4996 1.5308 2.9603 0.011
H 3.1402 -0.0059 2.1885 0.006
H 2.1476 0.5565 3.5327 0.000
Se -3.0121 -6.0261 -2.3859 0.000
N -1.3487 -5.3986 -2.4397 0.000
C -1.3598 -4.2314 -1.8557 0.000
C -0.1763 -3.3963 -1.7030 0.001
C 1.0787 -3.7779 -2.1787 0.004
C 2.1479 -2.9307 -1.9969 0.001
C 1.9381 -1.7220 -1.3423 0.007
N 0.7509 -1.3497 -0.8846 0.051
C -0.3032 -2.1658 -1.0562 0.008
C -1.6037 -1.7130 -0.5385 0.008
N -1.6432 -0.5159 0.0703 0.053
C -2.7973 -0.0696 0.5462 0.008
C -3.9817 -0.7906 0.4466 0.001
C -3.9569 -2.0200 -0.1719 0.004
C -2.7486 -2.4993 -0.6788 0.001
C -2.6336 -3.7876 -1.3481 0.000
N -3.6393 -4.5993 -1.5291 0.000
H 1.1846 -4.7301 -2.6812 0.000
H 3.1365 -3.1858 -2.3506 0.000
H 2.7520 -1.0264 -1.1807 0.000
H -2.7736 0.9027 1.0225 0.000
H -4.8962 -0.3814 0.8513 0.000
H -4.8486 -2.6237 -0.2761 0.000
```